No. 1
The following is a DFT calculation (ωB97M-V/def2-TZVPD) of a structure of composition C42H37BrCuF4N2P.

Properties
energy relative to the best compared isomer or geometry (same formula, charge and spin): 0.0 kcal/mol
HOMO-LUMO gap (spin up / spin down): 3.0 / 3.0 eV
charge: -2

CARTESIAN COORDINATES (ANGSTROEM)
Cu 0.691938 0.128199 -0.117034
F -2.658585 6.727987 -1.676715
C -2.044674 5.721653 -0.974595
C -0.907685 5.967365 -0.197355
F -0.546622 7.264430 0.007132
C -0.230447 4.955104 0.411015
F 0.770435 5.337459 1.278673
C -0.546503 3.548134 0.290411
P 0.863954 2.369812 -0.188605
C 1.828235 2.777651 -1.672685
C 1.822473 1.900352 -2.774294
C 2.332777 2.282883 -3.998611
C 2.827998 3.573788 -4.189377
C 2.785714 4.474561 -3.130150
C 2.290948 4.093291 -1.895704
C 2.045614 2.759243 1.147986
C 1.588399 2.629447 2.467631
C 2.452668 2.767706 3.541037
C 3.803017 3.014609 3.327981
C 4.276635 3.108431 2.023406
C 3.413057 2.961193 0.947859
C -1.788541 3.401067 -0.436386
Br -2.592266 1.659722 -0.484943
C -2.495536 4.406259 -1.029888
F -3.670804 4.164904 -1.664589
H 1.433306 0.895474 -2.632427
H 2.355012 1.572547 -4.819021
H 3.231709 3.870701 -5.150469
H 3.142205 5.489728 -3.273613
H 2.254346 4.804788 -1.077700
H 0.533440 2.440643 2.627005
H 2.077007 2.675301 4.554392
H 4.483905 3.128154 4.164181
H 5.330962 3.294372 1.846860
H 3.803175 3.007263 -0.060307
N 3.050294 -0.494013 1.951704
C 3.727065 -0.947502 0.830760
C 4.977152 -0.415220 0.502664
C 5.724449 -0.929445 -0.542755
C 5.245239 -2.005141 -1.275580
C 4.000353 -2.534122 -0.959043
C 3.218289 -2.019179 0.070001
C 1.873495 -2.621246 0.312972
C 1.831858 -3.991041 0.606327
C 0.615703 -4.635083 0.721184
C -0.559833 -3.919614 0.547512
C -0.507895 -2.546204 0.308406
C 0.713790 -1.844379 0.168429
H 2.055315 -0.671327 1.925254
H 3.264500 0.451846 2.236936
H 5.347447 0.427397 1.077243
H 6.683180 -0.488011 -0.790015
H 5.820377 -2.416764 -2.096627
H 3.602833 -3.356155 -1.543051
H 2.758635 -4.535309 0.751960
H 0.573861 -5.697641 0.936545
H -1.516427 -4.427721 0.600515
H -1.592050 -0.950808 -0.335631
C -1.540542 -3.131055 -2.661272
C -2.909231 -2.466862 -2.466222
C -2.841869 -0.970580 -2.795215
C -3.551500 -2.748336 -1.113345
C -4.795699 -3.373611 -1.134292
C -5.454468 -3.709203 0.032480
C -4.893793 -3.359905 1.247883
C -3.677964 -2.686857 1.327448
C -3.310764 -2.139150 2.706191
C -1.943287 -2.496125 3.296412
C -3.482717 -0.614163 2.701114
C -2.974096 -2.422469 0.128356
N -1.697128 -1.816641 0.175008
H -1.269465 -3.102510 -3.719760
H -1.565255 -4.172452 -2.335671
H -0.762056 -2.621243 -2.098528
H -3.582999 -2.918717 -3.201791
H -2.034654 -0.471999 -2.258234
H -3.775210 -0.469671 -2.534739
H -2.659523 -0.831177 -3.863138
H -5.253033 -3.610279 -2.089018
H -6.408883 -4.221693 -0.005768
H -5.427337 -3.586801 2.164926
H -4.059287 -2.558129 3.388091
H -1.149729 -1.918643 2.831529
H -1.712442 -3.554840 3.179335
H -1.950921 -2.260800 4.364173
H -2.767532 -0.160363 2.019303
H -3.309470 -0.208070 3.700673
H -4.487547 -0.332446 2.379543

Atoms 1-3, force components in eV/Å:
Cu 0.00 -0.20 0.12
F 0.23 -0.06 -0.30
C -0.39 0.04 0.57

Here are the Mulliken charges for atoms 1 to 6, given in e:
1. Cu -1.79
2. F -0.37
3. C 0.36
4. C 0.30
5. F -0.32
6. C -0.30

No. 2
The following is a DFT calculation (ωB97M-V/def2-TZVPD) of a structure of composition C13H33F4NNbO2 at a distorted geometry.

Properties
HOMO-LUMO gap: 7.1 eV
charge: -1

CARTESIAN COORDINATES (ANGSTROEM)
N -6.082970 0.136971 -3.778915
C -5.303626 0.164413 -2.464056
C -4.050127 -0.890538 -2.402354
C -3.614360 -1.372229 -0.899086
Nb -3.291521 0.291810 0.617154
C -1.733459 1.375775 -0.654068
F -2.135056 1.628721 -2.057249
F -0.499691 0.534211 -0.638706
C -1.300247 2.869504 -0.037995
F -2.478659 3.630048 0.482162
F -0.699607 3.711262 -1.110908
H -6.988623 0.631387 -3.590055
H -6.289646 -0.871316 -3.983227
H -6.075191 -0.021023 -1.575470
H -4.823269 1.253996 -2.407753
H -3.134686 -0.500786 -3.062271
H -4.420828 -1.873379 -2.970092
H -4.355358 -2.196833 -0.457908
H -2.572058 -1.941196 -1.014298
H -2.000188 -0.746859 1.402035
H -2.982467 1.513919 1.920121
H -4.667805 1.305053 -0.002319
H -4.495782 -0.531447 1.718007
H -0.469117 2.749610 0.794851
C 5.091724 -1.125044 -3.419208
C 3.754772 -1.778377 -3.113816
O 3.450266 -1.823351 -1.722705
C 3.336444 -0.570221 -1.054579
C 2.226600 0.309409 -1.604141
H 5.892242 -1.592068 -2.836165
H 5.328333 -1.216975 -4.482942
H 5.083706 -0.060245 -3.169271
H 3.786736 -2.818132 -3.458867
H 2.942419 -1.293745 -3.666247
H 4.297406 -0.045218 -1.063087
H 3.116449 -0.796101 -0.005408
H 2.442757 0.635323 -2.625784
H 2.104985 1.203727 -0.985886
H 1.277633 -0.236186 -1.629290
C 2.143127 -1.074186 5.591942
C 1.967641 -1.282797 4.097541
O 1.000311 -0.414904 3.513611
C 1.265315 0.982421 3.596918
C 2.545364 1.398146 2.892528
H 1.177566 -1.126946 6.105543
H 2.808255 -1.835530 6.008987
H 2.577124 -0.094504 5.811485
H 1.611525 -2.305117 3.926613
H 2.924372 -1.196206 3.571109
H 1.265931 1.308459 4.642311
H 0.421191 1.488220 3.115462
H 3.428235 0.987178 3.390869
H 2.641840 2.487856 2.884917
H 2.554070 1.034038 1.859961

Atoms 1-3, force components in eV/Å:
N -0.02 -0.83 1.08
C 0.53 0.79 0.50
C -0.77 -1.03 -1.13

Here are the Mulliken charges for atoms 1 to 6, given in e:
1. N -0.70
2. C -0.17
3. C -0.14
4. C -1.05
5. Nb -0.63
6. C 0.33

No. 3
The following is a DFT calculation (ωB97M-V/def2-TZVPD) of a structure of composition C28H27Cl4GeN2O2Ru.

Properties
<S²>: 0.75
energy relative to the best compared isomer or geometry (same formula, charge and spin): 0.0 kcal/mol
HOMO-LUMO gap (spin up / spin down): 6.1 / 6.1 eV
charge: +2
multiplicity: 2

CARTESIAN COORDINATES (ANGSTROEM)
Ru 1.205046 -0.381956 -0.188317
C -2.308618 -0.724187 4.614229
N -1.877316 -1.622863 3.502791
C -2.820528 -1.553830 2.349701
C -0.446939 -1.345669 3.099637
C 0.069352 -2.356916 2.116613
C -0.002891 -3.719191 2.408940
C 0.484858 -4.672501 1.527287
C 1.101477 -4.279312 0.346232
C 1.219513 -2.923200 0.086210
C 0.685216 -1.961332 0.935389
H -3.326168 -0.976851 4.900004
H -2.264871 0.302573 4.258721
H -1.637470 -0.855569 5.458770
H -1.902258 -2.581883 3.853243
H -2.850558 -0.527223 1.992705
H -3.807058 -1.861662 2.686541
H -2.463245 -2.214842 1.564568
H 0.129752 -1.355131 4.025549
H -0.420471 -0.338275 2.685776
H -0.423827 -4.060988 3.350913
H 0.412305 -5.722111 1.776808
H 1.509294 -5.014436 -0.333839
H 1.778494 -2.613758 -0.809920
Cl 5.122690 2.405180 0.915725
Ge 4.916445 0.532628 -0.070862
Cl 3.362432 -0.584960 1.150417
Cl 6.663576 -0.652236 0.174854
C -0.389008 -3.335214 -4.073117
C 0.715370 -2.501971 -3.976828
C 0.730891 -1.476338 -3.042272
C -0.375774 -1.292650 -2.214871
C -1.501337 -2.111065 -2.326127
C -1.495005 -3.138599 -3.249912
N -0.314915 -0.295997 -1.199691
C -1.385782 0.629077 -1.144618
C -1.779742 1.180575 0.076544
C -2.813145 2.096028 0.113717
C -3.450093 2.478757 -1.063013
C -3.053128 1.940119 -2.278993
C -2.028131 1.011794 -2.327173
H -0.399521 -4.132623 -4.803670
H 1.558263 -2.636551 -4.640671
H 1.561920 -0.782190 -2.989072
H -2.357043 -1.943173 -1.685382
H -2.356316 -3.786584 -3.338763
H -1.258754 0.892999 0.977142
H -3.120966 2.526316 1.057589
H -4.252216 3.203648 -1.030811
H -3.538344 2.248700 -3.194532
H -1.704106 0.608197 -3.276001
Cl 2.820010 7.808040 -0.974744
C 2.522998 6.124958 -0.808314
C 3.094224 5.239565 -1.717035
C 2.857780 3.887400 -1.577284
C 2.049781 3.426169 -0.537120
C 1.478376 4.324055 0.365686
C 1.716395 5.676577 0.233411
C 1.813608 2.002527 -0.391553
O 1.019679 1.523817 0.492649
O 2.367897 1.116853 -1.140664
H 3.714654 5.618117 -2.516594
H 3.294180 3.183860 -2.273294
H 0.858611 3.955893 1.171904
H 1.290457 6.389416 0.924793

Atoms 1-3, force components in eV/Å:
Ru -0.02 0.00 -0.37
C 0.00 0.00 0.00
N 0.01 0.00 0.01

Here are the Mulliken charges for atoms 1 to 6, given in e:
1. Ru 0.06
2. C -0.83
3. N 0.03
4. C -0.80
5. C -0.96
6. C 0.92

No. 4
The following is a DFT calculation (ωB97M-V/def2-TZVPD) of the molecule C5H10N2S at a distorted geometry.

Properties
energy relative to the best compared isomer or geometry (same formula, charge and spin): 97.7 kcal/mol
HOMO-LUMO gap: 8.9 eV

CARTESIAN COORDINATES (ANGSTROEM)
C -0.676424 1.887915 0.256022
C -1.189918 0.651908 -0.490130
C -0.815826 -0.654773 -0.028357
C -1.799819 -1.726792 -0.435117
N 0.026560 -1.108594 1.016819
C 1.200573 -0.653637 0.968626
N 1.920878 0.100901 -0.083124
S 3.575402 -0.413589 -0.315552
H -1.529191 2.496891 0.703499
H -0.149906 2.663011 -0.387019
H -0.094478 1.814693 1.059656
H -2.019829 0.671793 -1.223274
H -1.328266 -2.514159 -1.107865
H -2.603612 -0.988011 -1.028931
H -2.144995 -2.317923 0.476022
H 1.948525 -0.630846 1.797113
H 1.473104 -0.164210 -1.182351
H 4.207214 0.885427 0.003957

Atoms 1-3, force components in eV/Å:
C -3.21 2.64 -4.05
C 2.33 -2.61 3.09
C -2.91 1.61 -1.24

Here are the Mulliken charges for atoms 1 to 6, given in e:
1. C -1.18
2. C -0.28
3. C 0.52
4. C -0.83
5. N -0.49
6. C -0.05

No. 5
The following is a DFT calculation (ωB97M-V/def2-TZVPD) of the molecule C3H6N2S at a distorted geometry.

Properties
energy relative to the best compared isomer or geometry (same formula, charge and spin): 34.1 kcal/mol
HOMO-LUMO gap: 9.1 eV

CARTESIAN COORDINATES (ANGSTROEM)
N -0.719054 1.538159 -0.233735
C -0.146685 0.473406 0.540486
C -0.834681 -0.945741 0.097742
N 0.565312 -1.314290 -0.226611
C 1.186259 -0.185086 0.037389
S 2.739736 0.287644 0.025616
H -0.250183 2.469939 -0.100343
H -0.708493 1.438954 -1.300133
H -0.109596 0.675647 1.617888
H -1.391507 -1.531903 0.859334
H -1.403029 -0.741805 -0.767215
H 1.071924 -2.164929 -0.550422

Atoms 1-3, force components in eV/Å:
N 0.41 2.14 -1.49
C -0.29 -1.26 -1.37
C 1.75 1.22 1.68

Here are the Mulliken charges for atoms 1 to 6, given in e:
1. N -0.66
2. C 0.08
3. C -0.61
4. N -0.10
5. C 0.03
6. S -0.37

No. 6
The following is a DFT calculation (ωB97M-V/def2-TZVPD) of the molecule C26H32N6O3 at a distorted geometry.

Properties
energy relative to the best compared isomer or geometry (same formula, charge and spin): 5.0 kcal/mol
HOMO-LUMO gap: 8.1 eV

CARTESIAN COORDINATES (ANGSTROEM)
C 4.019024 -3.726120 3.862490
C 2.795436 -2.893602 3.629598
C 1.832158 -2.778124 4.639317
C 0.697193 -2.021598 4.462596
C 0.488847 -1.353305 3.255396
N -0.629500 -0.594019 3.041348
C -0.947515 0.056634 1.874319
O -1.989859 0.691241 1.792899
C 0.040366 -0.076258 0.813197
C -0.272028 0.556947 -0.531658
C 0.796698 1.556748 -0.802873
N 2.026481 1.234223 -1.147631
N 2.703699 2.365822 -1.255527
N 1.968683 3.360127 -0.992954
N 0.743788 2.913101 -0.696171
C -0.307197 3.859508 -0.329609
C -1.450705 3.794495 -1.344411
C 0.311562 5.259562 -0.359556
C -0.796141 3.555425 1.087230
N -0.316323 -0.509548 -1.528600
C -1.538859 -1.286915 -1.406737
C -1.464881 -2.234193 -0.252316
C -2.288098 -2.414616 0.821281
C -1.712572 -3.455182 1.591675
C -0.588287 -3.829998 0.926356
O -0.436088 -3.104376 -0.193119
C 0.082406 -0.190860 -2.879663
C -0.643773 1.005275 -3.541323
C -0.557264 0.943358 -5.069798
C -1.838497 0.195133 -5.430779
C -2.804919 0.713762 -4.367341
O -2.030659 1.007380 -3.217771
C 1.175041 -0.786433 0.997707
C 1.442845 -1.457801 2.226716
C 2.589592 -2.231858 2.438194
H 3.740814 -4.749931 4.109021
H 4.653312 -3.739711 2.980516
H 4.593943 -3.328287 4.697881
H 1.987793 -3.295749 5.574613
H -0.038061 -1.941144 5.250172
H -1.319757 -0.530931 3.780615
H -1.249075 1.058949 -0.455284
H -1.100705 4.104084 -2.327666
H -1.874486 2.797713 -1.428674
H -2.239968 4.473501 -1.032934
H 1.117285 5.337374 0.365169
H -0.452156 5.994679 -0.120391
H 0.719487 5.480376 -1.342074
H -1.425418 4.371731 1.431868
H -1.378814 2.640433 1.135229
H 0.050465 3.466851 1.766435
H -2.428968 -0.653462 -1.274988
H -1.663522 -1.866918 -2.324899
H -3.182226 -1.867683 1.039754
H -2.086223 -3.862938 2.508747
H 0.158246 -4.569052 1.139338
H 1.155551 0.019809 -2.876407
H -0.079576 -1.090934 -3.475675
H -0.215432 1.937526 -3.155622
H 0.346315 0.439723 -5.404958
H -0.578011 1.949627 -5.490175
H -1.695829 -0.880646 -5.323453
H -2.185618 0.404549 -6.439695
H -3.299030 1.635371 -4.705800
H -3.573596 -0.013412 -4.091456
H 1.884283 -0.862941 0.186407
H 3.313926 -2.303487 1.640478

Atoms 1-3, force components in eV/Å:
C -0.01 0.00 0.05
C 0.05 -0.01 -0.10
C -0.08 0.10 -0.16

Here are the Mulliken charges for atoms 1 to 6, given in e:
1. C -1.61
2. C 0.71
3. C -0.75
4. C -1.02
5. C 0.17
6. N 0.25

Number 1: energy -181975.0186 eV. Number 2: energy -32011.9919 eV. Number 3: energy -145724.2465 eV. Number 4: energy -19158.6689 eV. Number 5: energy -17022.5626 eV. Number 6: energy -42563.8761 eV.